The following is a DFT calculation (wB97M-V/def2-TZVPD) of C31H36B2N13O3S5Yb as an isolated structure in a non-equilibrium geometry.

Values from the calculation:
⟨S²⟩ = 0.7507
total charge = 0
multiplicity = 2
frontier orbital gap (spin up / spin down) = 0.265 / 0.237 hartree
energy relative to the best compared isomer or geometry (same formula, charge and spin) = 54.0 kJ/mol
LUMO level (spin up / spin down) = -0.40 / -1.18 eV

Atoms and positions in Å:
Yb (0.0385, 0.2957, -0.3210)
C (-1.4887, 2.5471, -4.0974)
C (-0.9777, 1.4580, -3.3957)
N (-0.5998, 1.8237, -2.1665)
N (-0.8426, 3.1495, -2.0711)
C (-1.3800, 3.5996, -3.2127)
B (-0.6087, 3.9987, -0.8140)
N (-1.6788, 3.6192, 0.2167)
C (-2.4674, 4.4599, 0.9019)
C (-3.3004, 3.7104, 1.7063)
C (-2.9267, 2.3919, 1.4445)
N (-1.9359, 2.3448, 0.5467)
N (0.7529, 3.6987, -0.1703)
C (1.6681, 4.6186, 0.1658)
C (2.6500, 4.0043, 0.9161)
C (2.2326, 2.6795, 1.0029)
N (1.0834, 2.4983, 0.3460)
H (-1.8859, 2.5600, -5.0949)
H (-0.8263, 0.4499, -3.7410)
H (-1.6332, 4.6371, -3.3352)
H (-0.6844, 5.1564, -1.0807)
H (-2.3941, 5.5257, 0.7824)
H (-4.0572, 4.0685, 2.3794)
H (-3.3678, 1.4910, 1.8383)
H (1.5683, 5.6416, -0.1503)
H (3.5247, 4.4504, 1.3508)
H (2.7270, 1.8700, 1.5133)
C (-0.3821, -3.3353, 1.4023)
C (0.9242, -2.6348, 1.5549)
N (1.2908, -1.6088, 0.8247)
C (2.6106, -1.2892, 1.0948)
C (3.1591, -2.0135, 2.1050)
S (2.0614, -3.1539, 2.7324)
C (3.3038, -0.3842, 0.1984)
C (4.6483, -0.1976, 0.0875)
S (4.9941, 0.8320, -1.2405)
C (3.3073, 0.9469, -1.5838)
N (2.5635, 0.2846, -0.7478)
C (2.7745, 1.6864, -2.7566)
H (-1.0490, -2.8021, 0.7293)
H (-0.8638, -3.4576, 2.3706)
H (-0.2051, -4.3364, 1.0037)
H (4.1439, -1.9500, 2.5308)
H (5.4383, -0.6194, 0.6823)
H (3.5758, 2.1631, -3.3153)
H (2.0561, 2.4415, -2.4349)
H (2.2536, 0.9808, -3.4066)
C (-4.1603, 1.1168, -1.4950)
N (-3.7305, 0.1458, -2.4643)
C (-4.0927, 0.1149, -3.7868)
C (-3.4631, -0.9466, -4.3338)
N (-2.7134, -1.5686, -3.3672)
B (-1.9708, -2.8949, -3.7624)
N (-0.9364, -3.4030, -2.7244)
C (-0.9043, -4.7134, -2.3129)
C (0.2913, -4.9623, -1.7365)
N (1.0075, -3.7870, -1.7869)
C (2.3785, -3.6273, -1.3674)
C (0.2335, -2.8454, -2.3825)
S (0.7425, -1.2492, -2.7006)
C (-2.8760, -0.8887, -2.2296)
S (-2.2526, -1.2388, -0.6621)
H (-4.5198, 2.0044, -2.0118)
H (-3.3203, 1.3793, -0.8631)
H (-4.9501, 0.7132, -0.8584)
H (-4.7623, 0.8374, -4.2143)
H (-3.4811, -1.3090, -5.3441)
H (-2.8158, -3.7372, -3.8679)
H (-1.3888, -2.6607, -4.7849)
H (-1.7329, -5.3729, -2.4861)
H (0.7082, -5.8615, -1.3226)
H (2.5075, -3.9941, -0.3486)
H (2.6255, -2.5695, -1.4125)
H (3.0445, -4.1781, -2.0341)
N (-0.9462, 0.2541, 2.1993)
C (-0.2810, -0.1663, 3.4165)
C (-0.8136, -1.2129, 4.2670)
C (-0.0669, -1.6595, 5.3524)
C (1.1665, -1.0747, 5.6392)
C (1.6558, 0.0265, 4.8401)
C (0.9141, 0.4673, 3.7592)
S (2.3912, -1.8985, 6.6766)
O (1.6804, -2.8446, 7.5002)
O (3.1133, -0.8476, 7.3534)
O (3.2309, -2.5419, 5.6385)
H (-1.8416, -0.2264, 2.1426)
H (-1.1251, 1.2519, 2.2844)
H (-1.7791, -1.6465, 4.0361)
H (-0.4082, -2.4585, 5.9959)
H (2.6065, 0.4648, 5.1060)
H (1.2402, 1.3081, 3.1619)

Atoms 1-6, force components in eV/Å:
Yb -0.023 0.187 -0.131
C -0.009 -0.026 0.109
C -0.011 0.134 -0.168
N 0.227 -0.509 0.182
N 0.045 0.258 -0.163
C 0.036 -0.076 -0.130

The following is a DFT calculation (wB97M-V/def2-TZVPD) of C31H36BN21OSTl as an isolated structure.

Values from the calculation:
⟨S²⟩ = 0.7552
total charge = 0
multiplicity = 2
frontier orbital gap (spin up / spin down) = 0.265 / 0.266 hartree
energy relative to the best compared isomer or geometry (same formula, charge and spin) = 71.3 kJ/mol
LUMO level (spin up / spin down) = -0.15 / -0.14 eV

Atoms and positions in Å:
Tl (0.4329, 0.2718, -0.0050)
C (0.6121, -0.0561, -3.9303)
C (0.6078, -1.3563, -3.2183)
C (1.0509, -2.5958, -3.6902)
C (0.9237, -3.4324, -2.6013)
N (0.4134, -2.7231, -1.5829)
N (0.2436, -1.4412, -1.9438)
B (0.1148, -3.1082, -0.1121)
N (-1.2095, -2.4349, 0.3149)
C (-2.3406, -3.0707, 0.6660)
C (-3.2992, -2.1303, 0.9502)
C (-2.6714, -0.8950, 0.7508)
C (-3.2720, 0.4492, 0.9275)
N (-1.4143, -1.0961, 0.3641)
N (1.3142, -2.5989, 0.7123)
C (1.8316, -3.0496, 1.8641)
C (3.0158, -2.3877, 2.0999)
C (3.1610, -1.5113, 1.0218)
C (4.3302, -0.6410, 0.7057)
N (2.1206, -1.6206, 0.1914)
N (-0.1168, -4.6140, -0.0096)
C (-0.7034, -5.4641, -0.8846)
C (-0.9244, -6.6553, -0.2385)
C (-0.4482, -6.4425, 1.0699)
C (-0.4354, -7.3908, 2.2238)
N (0.0208, -5.2130, 1.1988)
H (1.0019, -0.1665, -4.9401)
H (2.4149, 0.3804, -3.0173)
H (-0.3509, 0.4513, -3.9567)
H (1.4115, -2.8435, -4.6733)
H (1.1859, -4.4691, -2.4868)
H (-2.3805, -4.1458, 0.7026)
H (-4.3127, -2.2968, 1.2695)
H (-4.2135, 0.3568, 1.4679)
H (-3.4762, 0.8864, -0.0503)
H (-2.6114, 1.1054, 1.4919)
H (1.3315, -3.8268, 2.4134)
H (3.6901, -2.5304, 2.9267)
H (5.2106, -1.2632, 0.5341)
H (4.5568, 0.0412, 1.5257)
H (4.1474, -0.0518, -0.1894)
H (-0.9880, -5.1582, -1.8763)
H (-1.3715, -7.5456, -0.6461)
H (-0.7570, -8.3833, 1.9117)
H (-1.1034, -7.0516, 3.0162)
H (0.5657, -7.4736, 2.6466)
N (0.4385, 3.6888, -1.5459)
C (0.9230, 2.7325, -2.3527)
N (1.4336, 3.0802, -3.5413)
N (1.8910, 2.0169, -4.1532)
N (1.5454, 0.8764, -3.2323)
N (1.0022, 1.4334, -2.0427)
C (-0.1563, 3.5398, -0.3107)
N (-0.5327, 4.5899, 0.3921)
N (-1.0763, 4.0609, 1.5025)
N (-1.0174, 2.7768, 1.4704)
N (-0.4405, 2.3955, 0.3044)
H (0.5036, 4.6326, -1.8927)
O (0.3419, -0.0547, 2.1464)
C (1.0445, 0.2950, 3.1845)
C (0.6850, -0.2916, 4.4228)
C (1.3754, -0.0360, 5.5790)
C (2.4765, 0.8260, 5.5720)
C (2.8303, 1.4241, 4.3866)
C (2.1290, 1.2001, 3.1891)
C (2.5658, 1.9091, 1.9928)
N (2.3636, 1.6089, 0.7164)
C (3.0727, 2.5257, -0.0295)
C (3.6931, 3.4036, 0.7933)
N (3.3613, 3.0080, 2.0654)
H (-0.1613, -0.9663, 4.4072)
H (1.0692, -0.5158, 6.5007)
H (3.0437, 1.0142, 6.4728)
H (3.7052, 2.0646, 4.3827)
H (3.0988, 2.4959, -1.1033)
H (4.3152, 4.2576, 0.5967)
H (3.6009, 3.4850, 2.9153)
C (-3.8828, 3.8279, -4.5021)
N (-3.8994, 3.8863, -3.0636)
C (-4.1781, 5.1398, -2.3750)
C (-3.9657, 4.7752, -0.8984)
N (-3.2287, 3.5310, -1.0157)
C (-3.2371, 3.0242, -2.2584)
S (-2.5196, 1.5778, -2.7162)
H (-4.8566, 4.1243, -4.8937)
H (-3.6645, 2.8077, -4.8059)
H (-3.1180, 4.4940, -4.9160)
H (-5.1935, 5.4789, -2.5820)
H (-3.4812, 5.9165, -2.7097)
H (-4.9146, 4.6260, -0.3770)
H (-3.3798, 5.5181, -0.3599)
H (-2.9145, 2.9880, -0.2295)

Atoms 1-6, force components in eV/Å:
Tl 0.042 0.086 0.263
C 0.018 -0.023 -0.056
C 0.016 -0.072 0.022
C 0.049 -0.012 0.067
C 0.050 -0.048 -0.002
N -0.035 0.111 -0.020

The following is a DFT calculation (wB97M-V/def2-TZVPD) of a 4-piece molecular cluster, C31H36BrFN4O15 overall in a non-equilibrium geometry.

Values from the calculation:
total charge = 0
multiplicity = 1
frontier orbital gap = 0.268 hartree
LUMO level = -1.78 eV

Atoms and positions in Å:
H (-5.9916, -0.8268, -1.1020)
N (-5.7280, -0.5947, -2.0743)
C (-4.4265, -0.3829, -2.1919)
N (-3.8273, 0.0110, -3.5045)
N (-3.4905, -0.4951, -1.0513)
C (-3.5787, -1.8324, -0.3602)
C (-2.3918, -1.8747, 0.7314)
C (-1.7917, -3.3434, 1.0115)
C (-1.4427, -4.2066, -0.3018)
C (-0.3946, -3.4509, -1.3159)
O (-1.2126, -2.7471, -2.2620)
O (0.4399, -2.6292, -0.4639)
C (0.6965, -1.3182, -1.0053)
C (1.6591, -1.3492, -2.3226)
C (2.1409, -1.1726, -3.5213)
C (1.5906, -0.5384, 0.1325)
O (0.7977, 0.5880, 0.6405)
C (0.8589, 1.7122, -0.2903)
C (0.2560, 3.0722, 0.3360)
C (0.5339, -4.6212, -1.9371)
Br (2.4068, -4.6028, -1.1671)
N (0.7042, -4.5758, -3.4202)
F (0.0452, -5.6890, -3.9175)
H (-2.9654, -0.5314, -3.6694)
H (-4.5083, -0.1054, -4.2681)
H (-2.5391, -0.5060, -1.4904)
H (-3.5710, -2.6843, -1.1269)
H (-4.5746, -1.8366, 0.2348)
H (-2.8543, -1.5124, 1.7332)
H (-1.6222, -1.0792, 0.4324)
H (-0.8957, -3.2534, 1.7354)
H (-2.6055, -3.9154, 1.6165)
H (-1.0239, -5.2208, 0.0739)
H (-2.4181, -4.4783, -0.8719)
H (-0.7112, -2.4612, -3.0625)
H (-0.2315, -0.6578, -1.1518)
H (2.5943, -0.7718, -4.5068)
H (1.8083, -1.1992, 1.0476)
H (2.5896, -0.1757, -0.3414)
H (0.2003, 1.4666, -1.2209)
H (1.9398, 1.9043, -0.6314)
H (0.1967, 2.9424, 1.4817)
H (0.9119, 4.0034, 0.1016)
H (-0.7912, 3.3007, -0.1045)
H (0.1271, -5.6819, -1.6875)
H (1.7091, -4.6186, -3.6862)
O (3.7646, -7.4889, 4.0143)
C (2.7090, -6.9415, 3.7430)
C (1.4134, -7.4680, 4.1882)
C (0.2778, -6.8499, 3.8570)
O (-0.9337, -7.3280, 4.2668)
C (0.2817, -5.6126, 3.0262)
O (-0.7766, -5.0822, 2.7255)
C (1.5777, -5.0725, 2.6011)
C (2.7138, -5.6886, 2.9350)
O (3.9262, -5.1955, 2.5483)
H (1.4247, -8.3679, 4.7887)
H (-1.5955, -6.7088, 3.8987)
H (1.5671, -4.1637, 2.0130)
H (4.5877, -5.8181, 2.9113)
O (3.4099, 2.9543, -2.8893)
C (4.0237, 3.9814, -2.6497)
C (3.3647, 5.1900, -2.1421)
C (4.0673, 6.3005, -1.9074)
O (3.4666, 7.4304, -1.4328)
C (5.5361, 6.3558, -2.1532)
O (6.1442, 7.3927, -1.9453)
C (6.1992, 5.1400, -2.6380)
C (5.4973, 4.0287, -2.8694)
O (6.1021, 2.8898, -3.3180)
H (2.2978, 5.1370, -1.9701)
H (4.1839, 8.0903, -1.3485)
H (7.2687, 5.1884, -2.7954)
H (5.3837, 2.2322, -3.4080)
O (-5.0201, 7.9842, 2.3091)
C (-4.2553, 7.0368, 2.3843)
C (-4.7272, 5.6559, 2.5370)
C (-3.8587, 4.6467, 2.6326)
O (-4.2849, 3.3576, 2.7723)
C (-2.3878, 4.8824, 2.5917)
O (-1.6220, 3.9388, 2.7004)
C (-1.9160, 6.2603, 2.4149)
C (-2.7843, 7.2690, 2.3157)
O (-2.3589, 8.5554, 2.1485)
H (-5.7971, 5.4990, 2.5675)
H (-3.4702, 2.8180, 2.8205)
H (-0.8460, 6.4154, 2.3689)
H (-3.1736, 9.0951, 2.1063)

Atoms 1-6, force components in eV/Å:
H 0.457 0.323 -0.617
N 3.197 0.531 -0.426
C -1.762 -0.507 0.090
N -0.764 -1.079 2.404
N 0.272 -0.920 -2.712
C -0.591 0.192 1.201

The following is a DFT calculation (wB97M-V/def2-TZVPD) of C31H36F5N6O4PPtS3 as an isolated structure in a non-equilibrium geometry.

Values from the calculation:
total charge = 0
multiplicity = 1
frontier orbital gap = 0.222 hartree
energy relative to the best compared isomer or geometry (same formula, charge and spin) = 0.0 kJ/mol
LUMO level = -1.13 eV

Atoms and positions in Å:
Pt (0.8232, 0.4175, 0.3806)
S (4.8584, 6.6514, 0.6159)
N (5.3281, 5.1115, 0.5647)
C (4.2273, 4.3854, 0.4984)
C (4.1791, 2.9302, 0.4496)
C (5.3108, 2.1136, 0.4227)
C (5.1324, 0.7553, 0.3797)
C (3.8425, 0.2276, 0.3860)
N (2.7625, 0.9998, 0.4256)
C (2.9264, 2.3416, 0.4302)
C (1.7037, 3.1463, 0.3908)
N (0.5529, 2.4580, 0.3155)
C (-0.6030, 3.1119, 0.2995)
C (-0.6515, 4.5064, 0.3325)
C (0.5154, 5.2221, 0.3912)
C (1.7288, 4.5277, 0.4250)
C (3.0362, 5.1628, 0.4940)
N (3.2597, 6.4622, 0.5577)
H (6.2966, 2.5614, 0.4292)
H (5.9752, 0.0796, 0.3392)
H (3.6584, -0.8382, 0.3651)
H (-1.5047, 2.5159, 0.2264)
H (-1.6139, 4.9970, 0.3013)
H (0.5207, 6.3043, 0.4142)
C (2.1482, -0.5847, 4.6893)
N (0.8712, -1.2279, 4.4420)
C (0.9739, -2.6797, 4.3000)
C (-0.1513, -0.5294, 3.8775)
S (0.0733, 0.9977, 3.2084)
N (-1.3683, -1.1242, 3.8532)
C (-1.8479, -2.0214, 4.8936)
C (-2.4008, -0.6662, 2.9352)
H (2.6841, -1.1748, 5.4338)
H (1.9958, 0.4231, 5.0623)
H (2.7455, -0.5333, 3.7727)
H (1.9022, -2.9139, 3.7746)
H (0.1556, -3.0636, 3.7007)
H (0.9861, -3.1794, 5.2719)
H (-1.1160, -2.1274, 5.6853)
H (-2.0950, -3.0072, 4.4919)
H (-2.7555, -1.5941, 5.3294)
H (-1.9602, -0.3493, 1.9942)
H (-2.9667, 0.1686, 3.3608)
H (-3.0763, -1.5030, 2.7495)
C (0.2047, 3.0242, -3.1876)
C (-0.2640, 1.6144, -3.5172)
C (-1.5675, 1.6671, -4.3070)
C (0.7968, 0.8498, -4.2907)
O (-0.3725, 0.9197, -2.2536)
P (-1.6830, 0.4785, -1.4595)
O (-2.6904, 1.5595, -1.3715)
O (-1.1639, -0.0639, -0.1073)
O (-2.1464, -0.7236, -2.4061)
C (-3.2911, -1.5975, -2.2016)
C (-4.4750, -0.8533, -1.5967)
C (-2.8548, -2.7349, -1.3018)
C (-3.6325, -2.1044, -3.5914)
H (0.3991, 3.5806, -4.1067)
H (1.1262, 2.9896, -2.5987)
H (-0.5631, 3.5509, -2.6155)
H (-1.3940, 2.2222, -5.2310)
H (-2.3487, 2.1656, -3.7323)
H (-1.9109, 0.6635, -4.5565)
H (1.0233, 1.3598, -5.2302)
H (0.4457, -0.1599, -4.5101)
H (1.7107, 0.7747, -3.6978)
H (-4.2365, -0.4710, -0.6027)
H (-5.3210, -1.5376, -1.5156)
H (-4.7554, -0.0025, -2.2171)
H (-2.5263, -2.3368, -0.3406)
H (-2.0218, -3.2692, -1.7625)
H (-3.6782, -3.4322, -1.1353)
H (-3.9507, -1.2764, -4.2279)
H (-4.4388, -2.8380, -3.5383)
H (-2.7567, -2.5728, -4.0448)
F (-0.9335, -6.5284, -1.5708)
C (-0.4369, -5.4142, -1.0343)
C (0.6431, -4.7831, -1.6210)
F (1.1912, -5.3014, -2.7236)
C (1.1500, -3.6286, -1.0557)
F (2.1958, -3.0598, -1.6605)
C (0.6173, -3.0728, 0.1036)
S (1.4263, -1.7621, 0.9562)
C (-0.4743, -3.7283, 0.6560)
F (-1.0462, -3.2687, 1.7738)
C (-1.0014, -4.8808, 0.1058)
F (-2.0578, -5.4793, 0.6649)

Atoms 1-6, force components in eV/Å:
Pt 0.037 -0.918 -0.398
S 0.136 0.216 0.013
N 0.003 -0.008 -0.016
C -0.085 -0.235 -0.008
C 0.281 0.292 0.000
C 0.045 0.204 0.028

The following is a DFT calculation (wB97M-V/def2-TZVPD) of C31H36GeN2OReSTe as an isolated structure.

Values from the calculation:
⟨S²⟩ = 0.7670
total charge = 0
multiplicity = 2
frontier orbital gap (spin up / spin down) = 0.228 / 0.235 hartree
energy relative to the best compared isomer or geometry (same formula, charge and spin) = 0.0 kJ/mol
LUMO level (spin up / spin down) = 0.27 / 0.08 eV

Atoms and positions in Å:
Re (0.1708, 0.5795, -0.0555)
N (1.3413, 1.1868, 4.3939)
C (0.8229, 1.2997, 3.1555)
S (0.5472, -0.1223, 2.2500)
N (0.5045, 2.4780, 2.6371)
C (0.5497, 3.7791, 3.1706)
C (0.6149, 4.8234, 2.2460)
C (0.6360, 6.1348, 2.6833)
C (0.5872, 6.4261, 4.0409)
C (0.4928, 5.3902, 4.9543)
C (0.4664, 4.0673, 4.5316)
H (1.6750, 0.2669, 4.6321)
H (1.8499, 1.9649, 4.7820)
H (0.2795, 2.3727, 1.6257)
H (0.6415, 4.5955, 1.1854)
H (0.6890, 6.9351, 1.9567)
H (0.6054, 7.4530, 4.3806)
H (0.4187, 5.6055, 6.0126)
H (0.3244, 3.2824, 5.2585)
C (-1.3475, 3.3530, -1.0171)
O (0.0672, 3.4668, -0.9722)
C (0.7697, 2.3619, -0.5815)
C (2.2326, 2.8056, -0.5921)
H (-1.6581, 2.6637, -1.8043)
H (-1.7384, 4.3518, -1.2041)
H (-1.7210, 2.9736, -0.0650)
H (2.3066, 3.8961, -0.6067)
H (2.7273, 2.4253, -1.4886)
H (2.7804, 2.4350, 0.2773)
C (3.1817, -0.6142, -2.4223)
Te (2.6192, -0.6633, -0.3612)
C (1.7460, -2.6087, -0.5041)
H (2.2833, -0.5597, -3.0314)
H (3.7620, -1.5031, -2.6613)
H (3.7934, 0.2702, -2.5885)
H (2.5048, -3.3420, -0.7668)
H (0.9587, -2.5824, -1.2538)
H (1.3212, -2.8427, 0.4694)
C (-1.5587, 0.0696, -0.5161)
Ge (-3.4620, 0.2064, -0.1786)
C (-4.2818, 1.9302, -0.6435)
C (-4.4684, 2.9255, 0.3151)
C (-5.0188, 4.1539, -0.0245)
C (-5.3904, 4.4086, -1.3374)
C (-5.2048, 3.4318, -2.3058)
C (-4.6547, 2.2056, -1.9583)
C (-4.3982, -1.1831, -1.2135)
C (-5.7208, -1.0289, -1.6241)
C (-6.3919, -2.0511, -2.2815)
C (-5.7488, -3.2544, -2.5343)
C (-4.4347, -3.4293, -2.1237)
C (-3.7700, -2.4011, -1.4700)
C (-3.8644, -0.1611, 1.7076)
C (-5.0777, 0.2244, 2.2772)
C (-5.4087, -0.1430, 3.5739)
C (-4.5300, -0.9154, 4.3218)
C (-3.3240, -1.3165, 3.7650)
C (-2.9990, -0.9417, 2.4683)
H (-1.2742, -0.7336, -1.2416)
H (-4.1757, 2.7441, 1.3441)
H (-5.1562, 4.9127, 0.7363)
H (-5.8241, 5.3641, -1.6050)
H (-5.4882, 3.6249, -3.3332)
H (-4.5141, 1.4531, -2.7274)
H (-6.2421, -0.0974, -1.4293)
H (-7.4189, -1.9085, -2.5949)
H (-6.2708, -4.0537, -3.0455)
H (-3.9283, -4.3685, -2.3100)
H (-2.7446, -2.5567, -1.1499)
H (-5.7814, 0.8195, 1.7042)
H (-6.3545, 0.1698, 3.9991)
H (-4.7873, -1.2064, 5.3329)
H (-2.6353, -1.9246, 4.3392)
H (-2.0522, -1.2506, 2.0431)

Atoms 1-6, force components in eV/Å:
Re -0.041 -0.285 -0.012
N 0.041 -0.045 0.029
C -0.330 0.199 0.075
S 0.417 -0.115 -0.270
N 0.126 -0.052 -0.009
C 0.046 0.154 0.057